<w>
Density functional theory data (wB97M-V/def2-TZVPD) for an isolated molecule of C5H8OS2.

```
16
Properties=species:S:1:pos:R:3:lowdin_charge:R:1
S -0.162 0.909 1.694 0.893
S -0.311 2.930 -0.298 0.734
O -0.895 0.766 -2.344 -0.025
C 0.088 -0.880 1.771 -0.468
C -1.007 -1.466 2.257 -0.095
C -0.211 1.375 -0.003 -1.083
C 1.173 -0.056 -1.362 -0.077
C -0.224 0.357 -1.182 -0.550
H -1.815 -0.739 2.703 0.081
H 1.029 -1.342 1.581 0.054
H 1.406 -0.751 -2.137 0.080
H -1.199 -2.567 2.506 0.083
H -0.591 1.647 -2.495 0.033
H 1.809 0.910 -1.385 0.119
H -0.696 -0.618 -0.877 0.150
H 1.606 -0.474 -0.431 0.071
```

Its SMILES is C=CSC(=S)[C@H](C)O. The HOMO-LUMO gap comes out at 8.8 eV. As for the spin multiplicity: 1.

<x>
Density functional theory data (wB97M-V/def2-TZVPD) for an isolated molecule of C5H8OS2.

```
16
Properties=species:S:1:pos:R:3:lowdin_charge:R:1
S -1.310 -1.235 -0.765 0.595
S -0.759 0.539 -1.735 0.589
O 1.474 0.004 -0.392 0.019
C -0.232 -1.652 1.704 -0.145
C 1.681 1.618 -2.182 -0.107
C -1.142 -0.830 0.986 -0.739
C -1.971 -0.004 1.618 0.000
C 0.982 0.669 -1.246 -0.826
H -2.589 0.684 1.032 0.067
H -1.858 0.183 2.618 0.037
H 0.938 2.189 -2.865 0.088
H -0.486 -1.593 2.727 0.077
H 2.437 2.344 -1.618 0.131
H 0.696 -1.237 1.389 0.065
H -0.227 -2.694 1.483 0.079
H 2.367 1.016 -2.755 0.071
```

Its SMILES is C=C(C)SSC(C)=O. The HOMO-LUMO gap comes out at 9.2 eV. As for the spin multiplicity: 1.

Ranking the structures above by energy, <x> is first and the second is 100.5 kJ/mol behind.